1.
{"formula": "C3H10NO2", "method": "ωB97M-V/def2-TZVPD", "species": ["O", "O", "N", "C", "C", "C", "H", "H", "H", "H", "H", "H", "H", "H", "H", "H"], "xyz": [[1.3203, 1.2645, 0.8765], [-0.0432, 2.2226, -1.8016], [0.2442, -0.2714, -0.8277], [0.6211, 0.4914, 1.4403], [-0.3471, -0.4227, 0.5459], [-0.4736, -1.8410, 1.0387], [-0.2998, 2.2531, -2.7123], [0.3021, 0.7422, -1.1284], [-1.3130, -2.3305, 0.5511], [1.2420, -0.4588, -0.6899], [0.4451, 0.2737, 2.4872], [-0.5899, -1.7644, 2.1209], [0.0301, 3.1494, -1.6073], [-0.1365, -0.8171, -1.5845], [-1.3282, 0.0477, 0.5244], [0.3263, -2.5388, 0.7665]], "largest_force_ev_per_a": 3.3, "energy_ha": -325.2812, "charge": 1}

2.
{"formula": "C3H10NO2", "method": "ωB97M-V/def2-TZVPD", "species": ["O", "O", "N", "C", "C", "C", "H", "H", "H", "H", "H", "H", "H", "H", "H", "H"], "xyz": [[1.2774, 1.4228, 0.2184], [1.1933, -0.3590, -1.4458], [0.9666, -1.4448, 0.4827], [-1.6459, 0.1554, 0.6502], [0.4476, -0.6382, -0.4432], [-0.9860, -0.3130, -0.5723], [1.8725, 2.0726, -0.3328], [-1.0271, 0.4468, -1.3685], [1.3689, 1.9289, 0.9805], [-2.5111, 0.7350, 0.4262], [-0.9706, 0.7886, 1.2310], [0.6951, -1.5952, 1.4200], [-1.6184, -1.2619, -0.8490], [1.9972, -1.4982, 0.4757], [-1.8725, -0.6255, 1.2815], [0.8129, 0.1856, -2.1546]], "largest_force_ev_per_a": 7.7, "multiplicity": 3, "energy_ha": -325.0548, "charge": 1}